C28H56MgNO28 | ωB97M-V/def2-TZVPD

Each line ends with the Mulliken spin population.
Element x y z (Å)
Mg1 1.674 -2.902 1.804  0.0000
N1 0.001 -0.437 0.533  0.0033
O1 -0.161 -0.243 -0.671  0.0012
O2 0.793 -1.342 0.902  -0.0006
O3 -0.572 0.226 1.373  0.0009
C1 -2.136 1.025 -4.664  0.0044
C2 -0.649 0.611 -4.421  0.0115
C3 -0.133 1.843 -3.770  0.1180
O4 -0.724 2.855 -4.544  0.7212
C4 -1.998 2.434 -5.175  -0.0111
H1 -2.785 0.986 -3.789  0.0072
H2 -2.694 0.498 -5.437  -0.0013
H3 -0.141 0.450 -5.372  0.0062
H4 -0.468 -0.281 -3.821  0.0103
H5 0.946 1.949 -3.662  0.0225
H6 -0.530 1.875 -2.755  0.0177
H7 -1.834 2.555 -6.245  0.0432
H8 -2.887 2.954 -4.818  0.0391
C5 -2.387 -3.708 5.706  0.0000
O5 -1.169 -3.313 5.031  0.0000
C6 -1.116 -2.996 3.762  0.0001
O6 -0.043 -2.920 3.090  0.0000
O7 -2.389 -2.781 3.243  0.0000
C7 -2.575 -2.521 1.884  0.0000
H9 -3.158 -2.942 5.796  0.0000
H10 -2.237 -4.047 6.731  0.0000
H11 -2.798 -4.576 5.191  0.0000
H12 -2.616 -1.456 1.655  0.0000
H13 -3.546 -2.884 1.547  0.0000
H14 -1.772 -2.864 1.231  0.0000
C8 4.650 -1.011 -2.727  0.0000
O8 3.504 -1.699 -2.309  0.0001
C9 2.375 -1.828 -3.050  -0.0005
O9 2.068 -1.211 -4.060  0.0002
O10 1.736 -2.865 -2.558  0.0001
C10 0.439 -3.193 -3.057  0.0002
H15 5.180 -1.644 -3.439  0.0000
H16 5.323 -0.780 -1.901  0.0000
H17 4.469 -0.104 -3.303  0.0000
H18 0.521 -3.403 -4.123  0.0000
H19 -0.195 -2.405 -2.649  0.0000
H20 0.045 -4.143 -2.696  0.0000
C11 -6.445 -0.802 -0.887  0.0000
O11 -5.314 0.037 -0.898  0.0001
C12 -4.690 0.346 0.277  -0.0002
O12 -5.084 0.077 1.399  0.0001
O13 -3.613 1.157 0.060  0.0004
C13 -2.886 1.491 -1.088  -0.0036
H21 -6.623 -1.248 -1.865  0.0000
H22 -7.291 -0.243 -0.487  0.0000
H23 -6.259 -1.573 -0.139  0.0000
H24 -2.621 0.583 -1.630  0.0003
H25 -1.950 1.929 -0.740  -0.0007
H26 -3.419 2.230 -1.685  0.0018
C14 7.100 1.835 -1.239  0.0000
O14 5.945 1.814 -0.469  0.0000
C15 4.807 1.909 -1.084  0.0001
O15 4.608 2.156 -2.262  0.0000
O16 3.844 1.723 -0.202  -0.0007
C16 2.489 1.513 -0.640  0.0037
H27 7.268 0.880 -1.736  0.0000
H28 7.987 1.931 -0.612  0.0000
H29 7.146 2.729 -1.862  0.0000
H30 2.496 0.774 -1.441  -0.0005
H31 1.993 2.434 -0.947  0.0012
H32 1.818 1.167 0.146  -0.0009
C17 -2.873 -7.299 -2.946  0.0000
O17 -2.456 -6.071 -2.351  0.0000
C18 -3.275 -4.958 -2.497  0.0000
O18 -4.241 -4.849 -3.221  0.0000
O19 -2.698 -4.000 -1.747  0.0001
C19 -3.171 -2.698 -1.842  0.0003
H33 -2.199 -8.152 -2.861  0.0000
H34 -2.979 -7.155 -4.021  0.0000
H35 -3.843 -7.640 -2.585  0.0000
H36 -3.237 -2.362 -2.877  0.0001
H37 -2.469 -2.017 -1.361  -0.0001
H38 -4.120 -2.561 -1.324  0.0000
C20 1.250 -1.608 5.918  0.0000
O20 2.451 -1.042 5.564  0.0000
C21 2.871 -0.989 4.279  0.0000
O21 2.340 -1.577 3.368  -0.0001
O22 3.869 -0.057 4.159  0.0000
C22 4.295 0.331 2.902  -0.0001
H39 1.020 -1.453 6.973  0.0000
H40 1.183 -2.696 5.927  0.0000
H41 0.450 -1.384 5.213  0.0000
H42 4.754 -0.553 2.458  0.0000
H43 5.018 1.143 2.972  0.0000
H44 3.444 0.739 2.356  0.0001
C23 -1.267 5.251 -2.900  -0.0004
O23 -1.449 6.008 -1.695  0.0051
C24 -1.138 5.550 -0.440  -0.0004
O24 -1.084 6.304 0.571  0.0002
O25 -0.785 4.287 -0.467  -0.0054
C25 -0.339 3.645 0.727  0.0010
H45 -2.178 4.658 -2.972  0.0031
H46 -0.408 4.606 -2.716  0.0004
H47 -0.978 5.807 -3.792  0.0010
H48 -0.946 3.802 1.619  0.0002
H49 0.662 4.010 0.959  -0.0005
H50 -0.185 2.571 0.626  0.0006
C26 -0.090 1.464 4.360  0.0000
O26 0.959 2.266 5.019  0.0000
C27 2.008 2.754 4.393  0.0000
O27 2.296 2.694 3.196  -0.0001
O28 2.728 3.483 5.224  0.0000
C28 3.904 4.134 4.794  0.0000
H51 -1.033 1.734 4.833  0.0000
H52 0.138 0.398 4.351  0.0000
H53 -0.124 1.798 3.323  0.0000
H54 3.609 4.764 3.955  0.0000
H55 4.723 3.432 4.635  0.0000
H56 4.275 4.871 5.505  0.0000

Properties
Gap between HOMO and LUMO (alpha / beta): 6.4027 / 4.1291 eV
Total charge: +2
Multiplicity: 2

---

C32H35MgN10O9 | ωB97M-V/def2-TZVPD

Each line ends with the Löwdin charge.
Element x y z (Å)
Mg1 8.019 4.933 -4.532  0.4921
N1 10.211 5.006 -2.203  -0.6304
O1 9.447 4.976 -3.115  -0.0537
O2 10.528 3.984 -1.672  -0.0221
O3 10.586 6.057 -1.740  0.0416
N2 7.763 7.877 -3.400  -0.5677
O4 7.209 8.147 -2.313  -0.0325
O5 8.562 8.691 -3.890  0.0077
O6 7.514 6.826 -3.982  -0.1191
N3 9.752 6.334 -6.847  -0.6249
O7 9.327 6.050 -7.946  -0.0302
O8 10.614 7.199 -6.760  0.0123
O9 9.303 5.713 -5.924  -0.0677
N4 13.013 4.487 -6.217  0.0329
C1 13.261 3.247 -6.627  -0.1702
C2 13.504 2.464 -5.547  -0.1688
C3 13.529 3.289 -4.517  -0.1464
C4 13.074 4.512 -4.890  -0.1257
H1 12.875 5.284 -6.821  0.1601
H2 13.239 3.033 -7.685  0.1127
H3 13.617 1.389 -5.540  0.1040
H4 13.816 3.104 -3.492  0.1084
H5 12.917 5.474 -4.424  0.1330
N5 8.601 3.799 -10.055  0.0407
C5 8.870 2.752 -9.179  -0.1348
C6 8.226 1.617 -9.690  -0.1118
C7 7.488 2.004 -10.853  -0.1175
C8 7.678 3.363 -10.963  -0.1771
H6 8.988 4.732 -10.054  0.1363
H7 9.484 2.795 -8.291  0.0990
H8 8.282 0.634 -9.245  0.0794
H9 6.926 1.344 -11.498  0.0834
H10 7.354 4.000 -11.773  0.1052
N6 9.802 1.478 -0.412  0.0510
C9 9.837 0.321 -1.145  -0.1431
C10 9.384 -0.721 -0.367  -0.1424
C11 9.089 -0.199 0.880  -0.1439
C12 9.387 1.144 0.846  -0.1456
H11 10.060 2.367 -0.817  0.0869
H12 10.185 0.237 -2.164  0.1019
H13 9.373 -1.752 -0.688  0.0859
H14 8.780 -0.770 1.743  0.0863
H15 9.333 1.826 1.682  0.0983
N7 6.523 5.016 -6.134  0.0580
C13 5.501 5.891 -5.989  -0.1220
C14 4.435 5.987 -6.821  -0.0845
C15 4.390 5.264 -8.003  -0.0463
C16 5.521 4.420 -8.363  -0.0033
C17 6.525 4.326 -7.350  -0.0720
H16 5.387 6.403 -5.045  0.0988
H17 3.616 6.663 -6.622  0.1061
H18 3.462 5.368 -8.545  0.0939
H19 5.533 3.792 -9.241  0.0815
H20 7.310 3.614 -7.555  0.0722
N8 8.398 3.069 -4.979  0.0269
C18 9.755 2.749 -5.263  -0.0074
C19 10.192 1.431 -5.606  -0.0489
C20 9.308 0.430 -5.745  -0.0874
C21 7.985 0.677 -5.470  -0.0600
C22 7.568 1.953 -5.141  -0.0985
H21 10.592 3.431 -5.244  0.0993
H22 11.259 1.373 -5.764  0.0814
H23 9.638 -0.549 -6.061  0.1135
H24 7.243 -0.105 -5.531  0.1073
H25 6.540 2.269 -5.041  0.1127
N9 6.746 7.127 0.534  0.0905
C23 7.895 6.437 0.462  -0.1280
C24 8.240 5.224 1.114  -0.0573
C25 7.278 4.681 1.951  -0.0850
C26 5.987 5.296 1.965  -0.0961
C27 5.806 6.457 1.247  -0.1830
H26 8.705 6.891 -0.091  0.0948
H27 9.201 4.769 0.924  0.0945
H28 7.450 3.702 2.374  0.0846
H29 5.189 4.841 2.532  0.0868
H30 4.844 6.946 1.213  0.0924
N10 6.756 4.220 -2.912  0.0477
C28 5.600 4.818 -2.501  -0.0709
C29 4.707 4.315 -1.501  -0.0427
C30 5.048 3.159 -0.829  -0.0906
C31 6.214 2.550 -1.190  -0.0615
C32 7.050 3.075 -2.181  -0.0804
H31 5.316 5.722 -3.018  0.0928
H32 3.811 4.882 -1.298  0.1017
H33 4.401 2.731 -0.077  0.1090
H34 6.473 1.625 -0.695  0.1031
H35 8.017 2.671 -2.442  0.0927

Properties
Gap between HOMO and LUMO: 7.3548 eV
Total charge: -1

---

C29H57AuCl3N2O3PSi | ωB97M-V/def2-TZVPD

Each line ends with the Mulliken spin population.
Element x y z (Å)
C1 -1.290 -2.631 -5.135  0.0001
C2 -0.743 -3.175 -3.851  -0.0031
H1 -0.745 -3.040 -6.006  -0.0002
H2 -1.192 -1.544 -5.132  0.0010
H3 -2.370 -2.879 -5.248  -0.0001
C3 -0.501 -4.504 -3.772  0.0004
C4 -0.918 -5.523 -4.808  -0.0001
H4 0.000 -4.949 -2.903  0.0003
H5 -0.484 -5.374 -5.804  0.0001
H6 -2.007 -5.546 -4.962  0.0001
H7 -0.622 -6.521 -4.471  0.0000
Au1 -2.410 0.836 1.259  0.5548
Cl1 -4.702 0.265 1.200  0.2003
Cl2 -1.027 2.751 0.897  0.2975
H8 1.904 6.359 3.903  0.0000
H9 -1.332 6.282 1.433  0.0010
C5 1.767 6.149 2.829  -0.0001
C6 -0.244 6.348 1.322  -0.0002
N1 0.381 5.803 2.525  0.0041
H10 2.456 5.328 2.557  0.0000
C7 -0.169 4.743 3.164  -0.0035
O1 0.436 4.001 3.960  0.0004
H11 0.050 5.794 0.419  0.0014
H12 -1.251 4.610 2.952  0.0025
H13 2.043 7.043 2.261  -0.0001
H14 0.058 7.389 1.199  0.0000
H15 2.451 -0.396 -4.304  -0.0008
H16 2.799 -3.675 -3.803  0.0001
C8 3.479 -0.634 -3.929  0.0010
C9 3.734 -3.109 -3.628  -0.0002
N2 3.444 -1.799 -3.044  0.0001
H17 3.879 0.251 -3.388  -0.0002
C10 3.454 -1.633 -1.681  0.0000
O2 3.477 -0.545 -1.069  -0.0001
H18 4.350 -3.698 -2.926  0.0000
H19 3.424 -2.590 -1.127  0.0000
H20 4.115 -0.854 -4.819  0.0000
H21 4.270 -3.012 -4.588  0.0000
O3 -0.020 -0.963 -2.835  0.0387
C11 -0.762 -2.157 -2.644  0.0111
C12 0.627 -3.472 -0.899  0.0016
C13 -0.566 -2.847 -1.300  -0.0004
H22 1.518 -3.347 -1.513  -0.0002
C14 0.648 -4.302 0.236  -0.0004
H23 -1.817 -1.804 -2.654  -0.0070
C15 -1.716 -3.022 -0.508  -0.0021
H24 1.598 -4.807 0.485  -0.0002
C16 -0.515 -4.518 0.985  0.0007
C17 -1.701 -3.853 0.615  0.0014
H25 -2.659 -2.537 -0.801  -0.0035
H26 -0.466 -5.189 1.865  0.0001
H27 -2.643 -4.035 1.179  0.0008
Si1 -0.350 1.028 -2.889  -0.0067
Cl3 -2.238 0.428 -1.215  0.4100
C18 1.290 1.497 -2.031  -0.0019
C19 -1.267 2.810 -2.807  0.0413
C20 -0.585 0.663 -4.701  -0.0018
H28 1.233 1.107 -1.003  -0.0029
H29 1.477 2.587 -1.979  -0.0002
H30 2.157 1.033 -2.532  0.0021
H31 0.060 -0.160 -5.036  -0.0001
H32 -0.334 1.533 -5.325  0.0009
H33 -1.637 0.405 -4.890  0.0033
H34 -1.471 3.099 -1.759  -0.0018
H35 -2.236 2.788 -3.340  0.0026
H36 -0.709 3.674 -3.226  0.0011
C21 -2.684 1.861 4.121  0.0432
C22 -1.240 1.340 4.195  0.0651
C23 -1.036 0.717 5.554  0.0080
P1 -0.847 0.186 2.840  0.2097
C24 0.898 0.316 2.405  0.0003
C25 1.858 0.477 3.570  0.0237
C26 1.350 -0.893 1.576  0.0316
C27 -1.309 -1.560 3.136  0.0868
C28 -0.499 -2.241 4.209  0.0165
C29 -2.808 -1.617 3.469  0.0299
H37 -3.391 1.103 4.484  0.0086
H38 -3.007 2.158 3.111  -0.0184
H39 -2.725 2.749 4.760  0.0026
H40 -0.515 2.170 4.027  0.0183
H41 -1.808 -0.019 5.807  0.0005
H42 -0.061 0.251 5.674  -0.0035
H43 -1.079 1.526 6.290  0.0038
H44 0.916 1.223 1.783  0.0022
H45 1.760 -0.336 4.306  -0.0016
H46 2.869 0.390 3.138  -0.0001
H47 1.764 1.445 4.078  -0.0005
H48 0.673 -1.134 0.747  -0.0236
H49 2.339 -0.668 1.157  0.0022
H50 1.435 -1.758 2.248  0.0006
H51 -1.132 -2.042 2.152  -0.0260
H52 -0.860 -1.975 5.204  -0.0007
H53 -0.622 -3.315 4.069  0.0025
H54 0.562 -2.024 4.142  0.0014
H55 -3.394 -1.131 2.669  -0.0286
H56 -3.134 -2.668 3.516  0.0017
H57 -3.046 -1.099 4.418  0.0009

Properties
Gap between HOMO and LUMO (alpha / beta): 8.8153 / 4.3998 eV
Energy relative to the best compared isomer or geometry (same formula, charge and spin): 68.65 kcal per mole
Total charge: 0
Multiplicity: 3

---

no.,maximum force (Eh/bohr)
1,0.0985
2,0.1279
3,0.0489